Entry 1:
Computed, not measured: a molecular structure, C35H29I2N4O3RuS in a non-equilibrium geometry, with ωB97M-V with the def2-TZVPD basis set.

The expectation value of S² is 8.764. The HOMO energy (spin up / spin down) is -6.9 / -7.8 eV. The value obtained for the HOMO-LUMO gap (spin up / spin down) is 6.9 / 6.8 eV. The calculated total energy is -2884.300987 a.u. The spin multiplicity is 6.

Geometry (Å):
Ru1 0.211027 0.095902 -0.204885
I1 3.653465 3.354623 4.967786
C1 2.815224 1.845584 3.788060
C2 3.645859 1.037218 3.023623
C3 3.082826 0.046768 2.229025
I2 4.313579 -1.298458 1.207792
C4 1.685530 -0.147346 2.156144
O1 1.113548 -1.072268 1.392205
C5 0.888498 0.662266 2.993615
C6 -0.583516 0.385245 2.952893
N1 -1.137806 0.920701 1.696635
C7 -2.530403 0.548262 1.438044
C8 -2.892993 0.848731 0.006796
C9 -4.060494 1.489256 -0.367835
C10 -4.336587 1.647279 -1.716752
C11 -3.447941 1.148743 -2.655774
C12 -2.292714 0.537688 -2.203257
N2 -2.018962 0.412696 -0.902355
C13 1.445454 1.649105 3.787695
H1 4.719857 1.163461 3.057587
H2 -1.082128 0.811089 3.827544
H3 -0.744129 -0.691117 2.945447
H4 -1.049122 1.930991 1.705363
H5 -3.235408 1.033891 2.115108
H6 -2.605371 -0.532242 1.568682
H7 -4.746093 1.851394 0.388844
H8 -5.241450 2.152177 -2.032892
H9 -3.640162 1.233071 -3.716622
H10 -1.561208 0.123704 -2.887485
H11 0.806246 2.261624 4.416335
O2 -1.611498 -3.288087 -2.099781
S1 -0.856029 -2.810038 -0.971492
O3 -1.558467 -2.150642 0.112696
N3 0.289990 -1.770507 -1.406165
C14 1.408803 -2.149156 -2.148950
C15 1.593196 -3.337962 -2.824627
C16 2.792016 -3.614151 -3.513892
C17 3.810394 -2.711583 -3.559866
C18 3.654755 -1.470717 -2.902713
C19 4.655093 -0.474269 -2.913625
C20 4.461349 0.693996 -2.240912
C21 3.256656 0.876583 -1.543915
N4 2.290951 -0.009775 -1.528270
C22 2.465359 -1.188050 -2.198470
C23 -0.055682 -4.214119 -0.249122
C24 0.687949 -4.039414 0.913944
C25 1.215165 -5.160146 1.537491
C26 0.985068 -6.427923 1.012535
C27 0.237901 -6.584759 -0.147900
C28 -0.288885 -5.471879 -0.787981
H12 0.794515 -4.062754 -2.843760
H13 2.894070 -4.565929 -4.025177
H14 4.730826 -2.924271 -4.090727
H15 5.577584 -0.659000 -3.455305
H16 5.211202 1.474001 -2.225825
H17 3.107875 1.774622 -0.954868
H18 0.858704 -3.039919 1.303082
H19 1.804721 -5.044066 2.439363
H20 1.387034 -7.300887 1.515040
H21 0.063230 -7.573735 -0.554253
H22 -0.886502 -5.566475 -1.686830
C29 0.379363 2.384016 -0.815428
C30 0.201535 3.352450 0.272509
C31 -1.043961 3.935373 0.543041
C32 -1.218663 4.819047 1.602824
C33 -0.147510 5.157881 2.419671
C34 1.100183 4.603773 2.154535
C35 1.267795 3.714767 1.104362
H23 1.366175 2.389011 -1.254394
H24 -0.396822 2.412544 -1.575037
H25 -1.883270 3.695192 -0.105662
H26 -2.195925 5.253902 1.784635
H27 -0.278748 5.849026 3.243284
H28 1.948609 4.863820 2.778016
H29 2.243950 3.265878 0.930521

Forces on atoms 1 to 6 (eV/Å):
Ru 0.1 -0.2 0.1
I 0.0 0.0 0.0
C 0.2 0.0 0.0
C -0.1 -0.1 -0.1
C -0.1 -0.1 -0.1
I 0.0 0.0 0.0



Entry 2:
Computed, not measured: a molecular structure, C35H29N2O2PdS4Te in a non-equilibrium geometry, with ωB97M-V with the def2-TZVPD basis set.

The HOMO energy (spin up / spin down) is -10.3 / -10.3 eV. The value obtained for the HOMO-LUMO gap (spin up / spin down) is 3.7 / 3.7 eV. The calculated total energy is -3599.458953 a.u. As for the charge: +1. The spin multiplicity is 1.

Geometry (Å):
Pd1 0.557611 -1.921857 0.562780
C1 -0.722989 5.027243 1.399180
C2 -0.128789 3.709843 1.042280
C3 1.148511 3.603543 0.511180
C4 1.716111 2.386343 0.169780
C5 3.059511 2.406843 -0.474220
O1 3.733911 3.414343 -0.428220
C6 3.533611 1.167643 -1.138420
C7 4.855711 0.778843 -0.937620
C8 5.335611 -0.376457 -1.529420
C9 4.497611 -1.151257 -2.321520
C10 3.188211 -0.756657 -2.550020
C11 2.705511 0.400743 -1.966020
C12 1.027711 1.165943 0.440180
O2 1.547811 0.021343 0.249180
C13 -0.308589 1.300943 0.961080
C14 -0.852789 2.530943 1.242880
C15 -0.985989 0.011843 1.258180
N1 -1.441389 -0.766157 0.315680
C16 -1.458989 -0.295957 -1.066120
C17 -2.812489 0.288643 -1.443720
Te1 -2.749389 0.896543 -3.534720
C18 -1.190689 2.335643 -3.174420
C19 -1.458289 3.435743 -2.371120
C20 -0.472689 4.378043 -2.139120
C21 0.785811 4.221743 -2.696420
C22 1.049211 3.128743 -3.504020
C23 0.061811 2.187943 -3.753520
C24 -1.044989 -0.398957 2.670080
C25 -1.681589 -1.585557 3.067980
C26 -1.731689 -1.944857 4.400380
C27 -1.154189 -1.136957 5.369180
C28 -0.509589 0.030243 4.990980
C29 -0.457389 0.398443 3.660980
H1 -0.125289 5.842043 1.005380
H2 -0.774789 5.126443 2.483080
H3 -1.739789 5.119243 1.024380
H4 1.742011 4.487043 0.329480
H5 5.492311 1.400343 -0.324420
H6 6.365111 -0.669457 -1.380620
H7 4.874011 -2.055657 -2.775220
H8 2.545911 -1.349757 -3.186720
H9 1.703111 0.740943 -2.184220
H10 -1.854789 2.587343 1.644680
H11 -1.263989 -1.163657 -1.709720
H12 -0.684589 0.462443 -1.253120
H13 -3.045389 1.157943 -0.834520
H14 -3.611489 -0.441957 -1.340520
H15 -2.441689 3.562543 -1.939120
H16 -0.693289 5.243443 -1.535020
H17 1.558611 4.949643 -2.504320
H18 2.026711 3.007243 -3.944520
H19 0.270211 1.342643 -4.396120
H20 -2.154689 -2.220057 2.333280
H21 -2.223189 -2.860357 4.690680
H22 -1.198189 -1.422557 6.408780
H23 -0.042789 0.660643 5.731780
H24 0.046811 1.309843 3.381380
S1 2.443111 -5.857357 1.605980
C30 1.932111 -4.278257 1.483980
S2 2.793911 -3.079057 0.624480
S3 0.438311 -3.771657 2.179380
S4 0.025211 -3.441757 -1.320120
C31 -1.383289 -4.183557 -0.717220
N2 -2.291989 -3.452057 -0.027920
C32 -3.427589 -3.975257 0.466180
C33 -3.731889 -5.293157 0.272880
C34 -2.820389 -6.093057 -0.439520
C35 -1.662889 -5.545957 -0.930920
H25 -2.056889 -2.452057 0.160780
H26 -4.069589 -3.297657 1.009780
H27 -4.644889 -5.707157 0.665580
H28 -3.024389 -7.142357 -0.588020
H29 -0.931489 -6.139457 -1.453320

Forces on atoms 1 to 6 (eV/Å):
Pd 2.4 -0.5 -0.5
C -0.1 0.1 0.1
C 0.1 -0.3 -0.1
C -0.1 -0.2 0.0
C -0.2 -0.4 0.1
C 0.0 0.1 0.1



Entry 3:
Computed, not measured: a molecular structure, C35H29N3O5PtS2, with ωB97M-V with the def2-TZVPD basis set.

The expectation value of S² is 6.072. The HOMO energy (spin up / spin down) is -6.1 / -8.6 eV. The value obtained for the HOMO-LUMO gap (spin up / spin down) is 6.1 / 5.8 eV. The calculated total energy is -2807.190628 a.u. The spin multiplicity is 5.

Geometry (Å):
Pt1 0.126360 1.158121 0.019257
C1 3.585733 -0.633308 0.019318
C2 3.367721 0.732946 -0.526586
N1 2.199558 1.319674 -0.711617
C3 2.439925 2.577900 -1.208185
C4 3.778498 2.745442 -1.364187
N2 4.342125 1.574223 -0.925402
C5 4.670545 3.837679 -1.836292
O1 4.089514 4.924817 -2.282580
O2 5.867753 3.665363 -1.794524
C6 1.296017 3.489511 -1.468175
O3 1.522621 4.599036 -1.962073
O4 0.144935 3.037086 -1.145835
H1 2.621287 -1.055797 0.294504
H2 4.227506 -0.605163 0.901446
H3 4.052619 -1.285928 -0.720461
H4 5.341386 1.428651 -0.919093
H5 3.080646 4.849079 -2.233782
C7 3.581151 -6.932461 -0.126022
C8 2.887623 -5.716662 -0.685212
C9 3.207059 -5.230395 -1.950374
C10 2.594742 -4.089971 -2.453305
C11 1.641701 -3.441266 -1.684815
C12 1.305244 -3.899910 -0.420322
C13 1.931429 -5.036015 0.068863
S1 0.839235 -1.975376 -2.308872
C14 -0.574242 -2.774882 -3.055090
O5 0.298290 -1.255151 -1.109049
H6 4.007244 -7.546494 -0.918525
H7 2.891005 -7.547975 0.451550
H8 4.395182 -6.640265 0.540331
H9 3.949803 -5.746964 -2.547308
H10 2.863019 -3.708851 -3.433440
H11 0.565351 -3.361514 0.162028
H12 1.672796 -5.405178 1.055388
H13 -1.143451 -3.251127 -2.254729
H14 -0.211528 -3.504672 -3.779094
H15 -1.170062 -2.007664 -3.547674
C15 -3.642550 -2.985259 0.151115
C16 -3.760097 -2.200723 -0.989264
C17 -3.224425 -0.919643 -1.015654
C18 -2.561494 -0.402849 0.093682
C19 -2.455511 -1.189615 1.234190
C20 -2.994201 -2.470150 1.266100
H16 -4.062684 -3.983707 0.174057
H17 -4.279484 -2.585594 -1.858721
H18 -3.309009 -0.306007 -1.905568
H19 -1.958909 -0.784006 2.106722
H20 -2.910584 -3.066213 2.168004
N3 -5.758096 7.912959 -1.267220
C21 -5.182616 6.935058 -1.072804
C22 -4.463304 5.714198 -0.829993
C23 -3.956187 4.967286 -1.905925
C24 -3.311574 3.779175 -1.686477
C25 -3.159419 3.267778 -0.361138
C26 -3.634768 4.070972 0.723335
C27 -4.276901 5.256055 0.484747
C28 -2.575068 2.061001 -0.128940
C29 -1.932675 0.947758 0.036245
H21 -4.066122 5.351448 -2.911860
H22 -2.896291 3.216713 -2.511757
H23 -3.478917 3.720598 1.735227
H24 -4.640533 5.856825 1.308610
S2 0.924272 2.223962 1.926992
C30 0.212225 1.447247 3.317079
C31 0.156138 0.055433 3.416771
C32 -0.387490 -0.533281 4.547340
C33 -0.894132 0.258210 5.570255
C34 -0.844536 1.643865 5.469746
C35 -0.280695 2.242564 4.355110
H25 0.538077 -0.553205 2.605627
H26 -0.425870 -1.613267 4.625113
H27 -1.326318 -0.204239 6.447902
H28 -1.238764 2.260823 6.267071
H29 -0.227859 3.321302 4.274220

Forces on atoms 1 to 6 (eV/Å):
Pt 0.1 0.1 0.1
C 0.0 0.1 0.0
C -0.1 0.0 -0.1
N 0.1 0.0 0.2
C -0.2 -0.2 -0.1
C 0.2 0.0 0.1